Here is 5 unconnected molecules or ions with the total composition C16H46N4O5 from OMol25. Energies are from ωB97M-V/def2-TZVPD.

**SMILES**: COC[C@H](C)N.COC[C@H](C)N.COC[C@H](C)N.COC[C@H](C)N.O
**Frontier orbital gap**: 9.527 eV
**Spin multiplicity**: 1
**Energy above the lowest of the compared OMol25 structures with the same formula, charge and spin**: 2.3 kcal/mol
**E_LUMO**: 0.619 eV
**Largest force on an atom**: 1.07 eV/A
**HOMO level**: -8.9 eV

Last columns: bonded neighbours and bond lengths (Å).
Geometry (Å):
1 C 4.48 -0.46 -0.62  C2 1.516, H7 1.095, H8 1.088, H9 1.093
2 C 3.15 -0.70 0.07  C1 1.516, C3 1.512, N6 1.471, H10 1.095
3 C 2.59 -2.07 -0.22  C2 1.512, O4 1.417, H11 1.103, H12 1.100
4 O 1.34 -2.20 0.44  C3 1.417, C5 1.416
5 C 0.75 -3.48 0.28  O4 1.416, H13 1.088, H14 1.098, H15 1.091
6 N 3.30 -0.42 1.51  C2 1.471, H16 1.019, H17 1.016
7 H 5.27 -1.17 -0.35  C1 1.095
8 H 4.84 0.53 -0.36  C1 1.088
9 H 4.36 -0.58 -1.70  C1 1.093
10 H 2.45 0.06 -0.28  C2 1.095
11 H 3.25 -2.87 0.13  C3 1.103
12 H 2.49 -2.26 -1.30  C3 1.100
13 H -0.24 -3.42 0.70  C5 1.088
14 H 1.31 -4.21 0.87  C5 1.098
15 H 0.75 -3.82 -0.76  C5 1.091
16 H 3.93 -1.11 1.91  N6 1.019
17 H 2.41 -0.59 1.98  N6 1.016
18 C 2.00 3.19 2.00  C19 1.519, H24 1.088, H25 1.094, H26 1.095
19 C 0.52 3.53 2.03  C18 1.519, C20 1.523, N23 1.474, H27 1.093
20 C -0.29 2.25 1.91  C19 1.523, O21 1.421, H28 1.097, H29 1.100
21 O -1.67 2.58 1.84  C20 1.421, C22 1.409
22 C -2.45 1.49 1.40  O21 1.409, H30 1.095, H31 1.092, H32 1.092
23 N 0.19 4.26 3.27  C19 1.474, H33 1.020, H34 1.019
24 H 2.28 2.49 2.78  C18 1.088
25 H 2.61 4.10 2.08  C18 1.094
26 H 2.30 2.83 1.01  C18 1.095
27 H 0.26 4.15 1.17  C19 1.093
28 H -0.10 1.59 2.76  C20 1.097
29 H -0.02 1.74 0.97  C20 1.100
30 H -2.44 1.45 0.30  C22 1.095
31 H -3.49 1.60 1.71  C22 1.092
32 H -2.12 0.51 1.77  C22 1.092
33 H -0.81 4.16 3.41  N23 1.020
34 H 0.57 3.72 4.05  N23 1.019
35 C -3.29 -2.41 1.49  C36 1.524, H41 1.090, H42 1.093, H43 1.089
36 C -3.44 -3.09 0.14  C35 1.524, C37 1.517, N40 1.476, H44 1.098
37 C -4.82 -3.71 -0.03  C36 1.517, O38 1.412, H45 1.098, H46 1.097
38 O -5.07 -4.60 1.04  C37 1.412, C39 1.407
39 C -6.43 -4.97 1.15  O38 1.407, H47 1.098, H48 1.095, H49 1.088
40 N -3.29 -2.07 -0.92  C36 1.476, H50 1.017, H51 1.020
41 H -3.64 -3.06 2.29  C35 1.090
42 H -3.93 -1.52 1.47  C35 1.093
43 H -2.26 -2.13 1.69  C35 1.089
44 H -2.64 -3.83 0.01  C36 1.098
45 H -4.88 -4.25 -0.98  C37 1.098
46 H -5.55 -2.88 -0.02  C37 1.097
47 H -6.70 -5.70 0.37  C39 1.098
48 H -7.06 -4.08 1.06  C39 1.095
49 H -6.58 -5.47 2.10  C39 1.088
50 H -3.13 -2.53 -1.81  N40 1.017
51 H -2.43 -1.55 -0.77  N40 1.020
52 C 1.58 0.92 -2.77  C53 1.509, H58 1.092, H59 1.096, H60 1.091
53 C 1.21 2.08 -1.87  C52 1.509, C54 1.527, N57 1.481, H61 1.097
54 C 1.85 3.41 -2.24  C53 1.527, O55 1.406, H62 1.095, H63 1.099
55 O 3.24 3.39 -2.09  C54 1.406, C56 1.405
56 C 3.98 3.36 -3.28  O55 1.405, H64 1.096, H65 1.096, H66 1.089
57 N -0.27 2.16 -1.81  C53 1.481, H67 1.015, H68 1.014
58 H 2.66 0.79 -2.83  C52 1.092
59 H 1.23 1.07 -3.80  C52 1.096
60 H 1.13 -0.01 -2.43  C52 1.091
61 H 1.50 1.85 -0.83  C53 1.097
62 H 1.42 4.18 -1.57  C54 1.095
63 H 1.53 3.69 -3.25  C54 1.099
64 H 3.58 4.05 -4.03  C56 1.096
65 H 4.01 2.36 -3.74  C56 1.096
66 H 5.00 3.67 -3.08  C56 1.089
67 H -0.65 2.28 -2.74  N57 1.015
68 H -0.57 2.95 -1.24  N57 1.014
69 O -0.72 -0.53 -0.42  H70 0.968, H71 0.972
70 H -0.43 0.29 -0.85  O69 0.968
71 H 0.10 -0.98 -0.14  O69 0.972